(1)
This record from the Open Molecules 2025 dataset describes C3H2CdO3 as an isolated structure at a distorted geometry. The level of theory is wB97M-V/def2-TZVPD.

```
9
Properties=species:S:1:pos:R:3:mulliken_charge:R:1
O -0.5039 0.2730 1.1841 -0.517
C 0.0600 -1.0518 0.2434 0.125
C 1.4623 -0.9322 -0.2103 -0.279
O 1.9971 0.2328 -0.0254 -0.466
Cd 0.8113 1.6260 0.5891 0.627
H -0.2506 -2.0798 0.4580 0.447
C -1.0694 -0.1653 -0.0322 0.135
O -0.8474 0.7994 -1.0376 -0.445
H -1.6593 1.2978 -1.1690 0.371
```

As for the net charge: 0. The calculation puts the orbital gap (spin up / spin down) at 5.385 / 6.756 eV. The calculation puts the energy above the lowest of the compared OMol25 structures with the same formula, charge and spin at 118.4 kcal per mole.

=====

(2)
This record from the Open Molecules 2025 dataset describes a 10-piece molecular cluster, C48H108O28P4S6 overall at a distorted geometry. The level of theory is wB97M-V/def2-TZVPD.

```
194
Properties=species:S:1:pos:R:3:mulliken_charge:R:1
C -18.8006 6.6764 19.6055 -1.147
C -19.4894 7.5980 18.4827 -0.268
O -18.6993 8.7791 18.3559 -0.236
P -19.4235 10.0770 17.7090 0.815
O -20.9131 10.1378 17.8295 -0.744
O -18.7650 11.3591 18.4363 -0.200
C -19.0496 11.6743 19.7730 -0.301
C -18.5926 13.2144 19.8961 -1.212
O -18.7460 9.9922 16.2021 -0.325
C -18.2313 11.1581 15.5597 -0.025
C -16.8086 10.8233 14.9305 -1.151
H -18.8868 6.7715 20.6879 0.335
H -18.9675 5.6124 19.4376 0.324
H -17.7253 6.8540 19.5854 0.309
H -19.6178 7.1536 17.4957 0.285
H -20.4306 8.0355 18.8156 0.374
H -20.1049 11.5945 20.0337 0.377
H -18.3919 11.0842 20.4112 0.289
H -19.2816 13.8773 19.3728 0.309
H -18.5738 13.4482 20.9606 0.409
H -17.5420 13.2387 19.6066 0.309
H -18.9107 11.4569 14.7615 0.294
H -18.2687 11.9910 16.2618 0.239
H -16.2383 10.5207 15.8087 0.281
H -16.6304 9.9101 14.3626 0.313
H -16.2955 11.5856 14.3442 0.345
C -2.3161 -1.4882 11.8617 -1.096
C -1.9374 -0.2399 12.8173 -0.199
O -3.0601 0.0838 13.6001 -0.345
P -3.9735 1.4416 13.2581 0.740
O -5.2833 1.5972 13.9168 -0.760
O -2.8849 2.5749 13.5895 -0.163
C -2.5377 3.1255 14.8745 -0.235
C -1.7658 4.4065 14.7525 -1.091
O -4.1280 1.4276 11.6725 -0.165
C -4.2468 2.6454 10.8377 -0.062
C -4.1262 2.3598 9.3797 -1.207
H -1.5652 -1.6571 11.0899 0.399
H -2.5121 -2.4425 12.3505 0.297
H -3.0759 -1.2109 11.1309 0.264
H -0.9761 -0.3213 13.3248 0.402
H -1.7618 0.5144 12.0503 0.163
H -3.4602 3.4062 15.3827 0.279
H -2.0074 2.3124 15.3703 0.305
H -0.7101 4.1589 14.6420 0.280
H -2.1081 4.9652 13.8814 0.287
H -1.9081 4.9538 15.6843 0.361
H -5.2437 3.0093 11.0864 0.291
H -3.5702 3.3858 11.2647 0.269
H -4.6233 1.4368 9.0813 0.317
H -4.4883 3.1419 8.7123 0.362
H -3.1012 2.1098 9.1059 0.307
C -11.8589 -3.3225 10.6772 -1.188
C -13.3560 -3.2468 10.8935 -0.332
O -13.7003 -2.1081 11.4976 -0.290
P -14.5666 -2.1276 12.9092 0.873
O -14.0393 -2.9903 13.9839 -0.693
O -14.4739 -0.5764 13.3866 -0.278
C -13.2928 -0.0708 13.8611 -0.110
C -13.4341 1.4251 14.1919 -1.269
O -16.0541 -2.2942 12.4520 -0.274
C -17.2876 -2.1790 13.2722 -0.096
C -17.4816 -3.3773 14.1077 -1.123
H -11.5272 -2.8880 9.7342 0.331
H -11.2744 -2.7050 11.3591 0.304
H -11.3714 -4.2969 10.6457 0.328
H -13.8915 -3.1487 9.9492 0.343
H -14.0096 -4.0347 11.2681 0.416
H -12.7430 -0.5078 14.6947 0.342
H -12.5320 -0.0586 13.0807 0.227
H -14.3493 1.7292 14.6999 0.326
H -12.5731 1.8493 14.7085 0.369
H -13.4823 2.0617 13.3084 0.306
H -17.2884 -1.2885 13.9009 0.238
H -18.1210 -2.0763 12.5771 0.264
H -17.4702 -4.3555 13.6269 0.299
H -16.6362 -3.4759 14.7885 0.307
H -18.4067 -3.5011 14.6706 0.381
C -12.0631 18.6876 29.6937 -1.108
C -11.5530 19.3782 30.9419 -0.245
O -11.7016 20.8146 30.7744 -0.248
P -12.9885 21.5951 31.2689 0.829
O -14.0783 20.9060 31.9955 -0.742
O -13.4864 22.4046 29.9098 -0.374
C -12.6974 23.4006 29.1914 -0.009
C -13.3493 23.8293 27.8926 -1.242
O -12.4393 22.8400 32.1501 -0.254
C -11.3741 22.7602 33.1239 -0.115
C -11.0134 24.1450 33.5891 -1.198
H -11.6930 17.6868 29.4714 0.385
H -13.0738 18.3109 29.8506 0.302
H -12.0654 19.3770 28.8493 0.277
H -11.9775 19.0086 31.8753 0.368
H -10.4845 19.1675 30.9862 0.287
H -12.5956 24.2186 29.9046 0.240
H -11.6791 23.0709 28.9856 0.279
H -14.3221 24.2772 28.0953 0.311
H -12.7434 24.6269 27.4627 0.374
H -13.5010 22.9737 27.2344 0.319
H -11.6502 22.0751 33.9254 0.364
H -10.4911 22.3087 32.6715 0.240
H -10.9603 24.7613 32.6917 0.305
H -11.6763 24.5836 34.3349 0.284
H -9.9790 24.1466 33.9329 0.370
O -5.5128 17.8513 24.6473 -0.633
S -4.2330 17.7074 25.3491 1.085
O -4.1395 16.7678 26.4234 -0.636
C -2.8196 17.5189 24.1930 -0.621
C -2.2538 19.0300 24.0253 -0.798
C -2.4710 19.8343 25.4147 -0.571
C -3.7852 19.4184 26.0103 -0.655
H -3.2906 16.9910 23.3637 0.395
H -2.0862 16.8574 24.6542 0.327
H -1.2342 19.0396 23.6401 0.409
H -2.7412 19.4600 23.1503 0.345
H -2.2813 20.8766 25.1583 0.342
H -1.6689 19.3675 25.9864 0.288
H -4.5050 20.0258 25.4616 0.344
H -3.7956 19.5995 27.0851 0.379
O -9.0575 6.9743 34.3079 -0.628
S -9.7084 6.7980 33.0288 1.039
O -10.4675 5.5907 32.7037 -0.616
C -10.8265 8.2876 32.8012 -0.695
C -10.6616 8.5676 31.2206 -0.613
C -9.1275 8.6804 31.1998 -0.728
C -8.5565 7.3471 31.6401 -0.549
H -10.3289 9.0809 33.3591 0.351
H -11.8464 8.1616 33.1645 0.398
H -10.8902 7.6830 30.6263 0.321
H -11.2318 9.3992 30.8065 0.343
H -8.8295 9.5786 31.7406 0.343
H -8.8556 8.9361 30.1758 0.321
H -7.5617 7.1190 32.0228 0.413
H -8.9030 6.7080 30.8280 0.300
O -10.1253 10.9591 18.3794 -0.629
S -9.8857 10.2387 19.6210 1.043
O -8.7005 9.3388 19.8857 -0.638
C -10.0868 11.4687 21.0538 -0.784
C -11.0318 10.7843 22.0934 -0.544
C -12.0771 10.0677 21.2179 -0.624
C -11.4113 9.2607 20.0671 -0.638
H -10.5972 12.3019 20.5707 0.352
H -9.2119 12.0018 21.4257 0.450
H -10.4701 10.1779 22.8040 0.319
H -11.5293 11.5774 22.6517 0.310
H -12.8612 10.7515 20.8929 0.327
H -12.5948 9.3404 21.8433 0.320
H -12.1248 9.3640 19.2496 0.317
H -10.9430 8.2888 20.2223 0.418
O -9.2769 3.8449 24.6704 -0.637
S -8.5344 2.6351 24.6122 1.064
O -8.7643 1.5435 25.5990 -0.652
C -8.5436 2.1271 22.8702 -0.634
C -7.2331 1.4469 22.7028 -0.553
C -6.2105 2.3958 23.3841 -0.735
C -6.7241 2.9791 24.6922 -0.569
H -8.3770 3.0550 22.3230 0.321
H -9.4367 1.5247 22.7039 0.401
H -7.0825 0.4165 23.0248 0.316
H -7.1029 1.3215 21.6280 0.329
H -6.1230 3.2822 22.7557 0.269
H -5.1690 2.1344 23.5713 0.384
H -6.4636 4.0310 24.8096 0.363
H -6.3488 2.2924 25.4510 0.332
O -12.6160 21.0617 19.8226 -0.629
S -11.2616 21.6069 19.5352 1.038
O -10.4839 22.1937 20.6076 -0.621
C -10.3627 20.1828 18.7724 -0.823
C -10.6375 20.1425 17.2123 -0.632
C -10.7831 21.6282 16.7651 -0.520
C -11.1655 22.5992 17.9800 -0.670
H -10.4328 19.2916 19.3961 0.495
H -9.3297 20.5133 18.8804 0.341
H -9.9745 19.5033 16.6293 0.400
H -11.5864 19.6111 17.2849 0.265
H -11.6202 21.6386 16.0671 0.249
H -9.8210 21.8492 16.3028 0.350
H -11.9928 23.3083 17.9489 0.449
H -10.3481 23.3059 18.1231 0.308
O -18.4934 5.9258 31.8538 -0.643
S -18.5034 5.0312 30.6914 1.031
O -19.0546 3.7087 30.8367 -0.617
C -19.3597 5.9196 29.3009 -0.635
C -18.3156 6.4552 28.3997 -0.620
C -17.0723 5.5320 28.4643 -0.638
C -16.7961 4.9813 29.8711 -0.675
H -20.1218 6.6385 29.6016 0.390
H -19.7629 5.1533 28.6388 0.343
H -18.6364 6.5696 27.3643 0.333
H -17.9699 7.4705 28.5936 0.309
H -16.1335 5.9935 28.1581 0.358
H -17.1615 4.6934 27.7736 0.311
H -16.3336 5.5948 30.6443 0.322
H -16.2628 4.0675 30.1335 0.432
```

As for the net charge: 0. The calculation puts the orbital gap at 10.214 eV. As for the SMILES: CCOP(=O)(OCC)OCC.CCOP(=O)(OCC)OCC.CCOP(=O)(OCC)OCC.CCOP(=O)(OCC)OCC.O=S1(=O)CCCC1.O=S1(=O)CCCC1.O=S1(=O)CCCC1.O=S1(=O)CCCC1.O=S1(=O)CCCC1.O=S1(=O)CCCC1. The calculation puts the energy above the lowest of the compared OMol25 structures with the same formula, charge and spin at 266.5 kcal per mole.

=====

(3)
This record from the Open Molecules 2025 dataset describes one molecule with the formula C4H6O2. The level of theory is wB97M-V/def2-TZVPD.

```
12
Properties=species:S:1:pos:R:3:mulliken_charge:R:1
O 0.7322 -1.3594 -1.3241 -0.570
C 0.1677 -1.5260 -0.2554 0.000
C -0.3549 -0.4250 0.5618 -0.229
C -0.9395 0.7827 -0.1711 -0.579
C 0.3989 0.9151 0.4357 -0.066
O 1.5572 1.0203 -0.2991 -0.535
H 0.0509 -2.5472 0.1489 0.351
H -0.7893 -0.6975 1.5186 0.395
H -1.7734 1.2702 0.3262 0.259
H -1.0085 0.6839 -1.2528 0.256
H 0.4761 1.4851 1.3561 0.349
H 1.4824 0.3978 -1.0448 0.369
```

As for the net charge: 0. The calculation puts the orbital gap at 10.562 eV. As for the SMILES: O=C[C@@H]1C[C@@H]1O. The calculation puts the energy above the lowest of the compared OMol25 structures with the same formula, charge and spin at 35.6 kcal per mole.

=====

(4)
This record from the Open Molecules 2025 dataset describes one molecule with the formula C7H10 at a distorted geometry. The level of theory is wB97M-V/def2-TZVPD.

```
17
Properties=species:S:1:pos:R:3:mulliken_charge:R:1
C -0.1846 1.6720 2.1958 -0.761
C 0.0554 1.4094 0.7885 -0.234
C -0.4966 0.3356 -0.0034 0.398
C -1.3856 -0.4537 0.6301 -0.684
C 0.5566 -0.3478 -1.0249 0.547
C 1.1851 0.4885 -1.8481 -0.686
C 0.2598 -1.9318 -1.0704 -1.332
H 0.4319 2.3510 2.7393 0.262
H -1.0605 1.3813 2.8431 0.189
H 0.7264 2.2252 0.3095 0.188
H -2.2154 -0.0046 1.3001 0.261
H -1.3918 -1.5504 0.6747 0.221
H 0.7546 1.4784 -2.1781 0.303
H 2.1527 -0.0160 -2.2116 0.219
H -0.6856 -2.0441 -1.4842 0.375
H 0.8119 -2.6733 -1.6145 0.412
H 0.4856 -2.3198 -0.0460 0.321
```

As for the net charge: 0. The calculation puts the orbital gap at 8.203 eV. As for the SMILES: C=CC(=C)C(=C)C. The calculation puts the energy above the lowest of the compared OMol25 structures with the same formula, charge and spin at 118.9 kcal per mole.